99
Properties=species:S:1:pos:R:3:forces:R:3 method="wB97M-V/def2-TZVPD" mol_weight_g_mol=651.797 homo_lumo_gap_ev="6.06 / 5.46" relative_energy_kj_mol=277.9 total_charge=+1 spin_multiplicity=5 lumo_energy_ev="-3.163 / -3.820"
C -1.798 0.099 -2.909 -0.6 0.5 -0.5
C -1.956 1.892 -1.377 0.5 -0.3 1.4
C -2.683 0.720 -3.778 0.7 -1.3 -0.1
C -2.685 2.645 -2.333 -0.7 0.1 -0.9
C -3.039 2.053 -3.530 0.0 0.9 0.8
H -3.033 0.172 -4.651 0.0 0.2 0.2
H -3.026 3.641 -2.046 0.1 -0.3 -0.2
H -3.627 2.606 -4.266 0.2 -0.2 0.3
N -1.302 0.768 -1.843 -0.9 0.1 0.0
P 0.372 -1.395 -2.304 -0.3 -0.5 -1.1
P -1.173 1.602 1.449 0.8 0.9 0.2
C -1.320 -1.337 -3.042 -0.2 0.2 -0.1
H -1.982 -2.023 -2.482 0.2 0.5 -0.1
H -1.349 -1.670 -4.089 0.1 0.1 0.4
C -1.968 2.199 0.006 0.5 1.9 -1.7
H -2.458 3.167 0.195 0.0 -0.4 -0.2
C -2.857 1.627 2.510 0.7 -0.2 0.1
C 0.088 2.876 2.285 -0.8 -0.2 -0.3
C 0.669 -3.189 -1.876 0.3 0.1 -0.4
C 1.417 -0.695 -3.702 0.2 -0.2 -0.1
C -2.771 0.380 3.396 -0.3 0.0 0.3
H -1.916 0.420 4.084 -0.2 0.0 -0.2
H -3.689 0.297 4.000 0.2 -0.1 -0.1
H -2.684 -0.531 2.793 0.0 0.1 0.2
C -3.051 2.901 3.341 -0.1 0.1 0.3
H -2.269 3.085 4.082 -0.3 0.0 -0.2
H -3.153 3.783 2.694 0.0 -0.3 0.2
H -4.001 2.806 3.893 0.2 0.0 -0.1
C -4.100 1.564 1.607 0.0 -0.2 0.0
H -4.975 1.308 2.226 0.3 0.0 0.0
H -4.310 2.531 1.129 0.1 -0.4 0.1
H -4.007 0.805 0.826 -0.2 0.5 0.2
C 0.267 2.452 3.754 0.0 0.0 0.1
H 0.677 1.433 3.809 0.0 0.2 0.0
H 0.985 3.131 4.241 -0.2 -0.2 -0.1
H -0.654 2.471 4.344 0.3 0.0 -0.2
C 1.470 2.784 1.634 0.0 -0.2 -0.1
H 1.904 1.782 1.724 -0.1 0.1 0.1
H 1.457 3.074 0.578 -0.1 0.0 0.1
H 2.152 3.483 2.152 -0.3 -0.2 -0.2
C -0.398 4.314 2.109 0.1 0.3 0.3
H -1.345 4.524 2.613 0.3 0.0 -0.2
H 0.355 4.995 2.540 -0.2 -0.1 -0.1
H -0.504 4.559 1.044 0.0 0.0 0.2
C 2.888 -1.038 -3.416 0.2 0.1 -0.2
H 3.508 -0.561 -4.191 -0.1 -0.1 0.2
H 3.217 -0.644 -2.445 0.0 -0.2 -0.3
H 3.083 -2.118 -3.457 0.0 0.3 0.0
C 1.262 0.840 -3.752 0.0 0.0 0.0
H 0.238 1.137 -4.011 0.3 0.0 0.1
H 1.542 1.315 -2.803 -0.1 0.0 -0.4
H 1.934 1.220 -4.537 -0.2 -0.1 0.2
C 0.990 -1.237 -5.077 0.1 -0.1 -0.1
H 1.710 -0.866 -5.824 -0.2 -0.1 0.2
H 0.989 -2.331 -5.127 0.0 0.3 -0.1
H -0.002 -0.867 -5.367 0.3 -0.1 0.0
C -0.499 -3.727 -1.032 -0.1 0.1 0.0
H -1.450 -3.726 -1.578 0.2 -0.1 0.1
H -0.276 -4.768 -0.749 0.0 0.3 -0.1
H -0.633 -3.144 -0.113 0.1 -0.2 -0.2
C 1.950 -3.301 -1.036 0.2 -0.1 0.1
H 1.878 -2.724 -0.101 -0.1 -0.1 -0.2
H 2.098 -4.359 -0.770 0.0 0.3 0.0
H 2.844 -2.966 -1.574 -0.2 -0.1 0.1
C 0.777 -3.996 -3.176 0.1 -0.4 0.1
H -0.117 -3.877 -3.804 0.2 0.0 0.1
H 1.669 -3.737 -3.762 -0.3 -0.1 0.2
H 0.856 -5.062 -2.917 0.0 0.2 -0.1
Cr 0.065 0.089 -0.577 -1.2 0.5 1.6
C 1.838 0.635 -0.563 7.4 1.9 0.5
O 2.976 0.954 -0.559 -4.6 -1.3 -0.2
N -1.344 -0.907 0.271 -5.8 1.0 0.7
C -2.541 -0.720 0.362 4.9 -3.9 -0.6
C -3.657 -1.628 0.508 -1.7 -0.1 -0.1
C -3.386 -2.839 1.173 0.1 -0.1 0.1
C -4.950 -1.378 -0.001 0.3 -0.1 0.4
C -4.399 -3.777 1.356 0.0 0.2 -0.1
H -2.373 -3.037 1.546 -0.5 0.1 -0.1
C -5.968 -2.304 0.241 0.3 0.0 -0.1
H -5.137 -0.458 -0.561 0.0 -0.3 0.3
C -5.693 -3.504 0.907 0.1 0.2 -0.1
H -4.171 -4.715 1.861 -0.1 0.2 -0.1
H -6.982 -2.082 -0.092 0.3 -0.1 0.0
H -6.489 -4.229 1.076 0.2 0.2 0.0
C 4.227 -0.278 2.577 0.0 0.0 0.0
C 3.375 -1.350 1.931 -0.4 -0.2 0.0
O 1.969 -1.040 1.944 0.2 -0.2 0.1
C 1.289 -1.396 3.155 0.2 0.3 -0.1
C 0.971 -2.876 3.260 0.0 -0.1 0.0
H 4.117 0.675 2.053 0.0 -0.1 0.1
H 5.275 -0.582 2.514 0.0 0.1 0.1
H 3.972 -0.149 3.633 0.1 0.1 -0.1
H 3.631 -1.447 0.868 0.0 -0.1 0.2
H 3.549 -2.324 2.421 0.0 0.3 -0.2
H 1.889 -1.078 4.025 -0.2 0.0 -0.2
H 0.362 -0.805 3.141 0.2 -0.1 0.1
H 1.881 -3.486 3.249 -0.2 0.1 0.0
H 0.458 -3.060 4.209 0.1 0.0 -0.1
H 0.310 -3.204 2.449 0.2 0.1 0.1


113
Properties=species:S:1:pos:R:3:forces:R:3 method="wB97M-V/def2-TZVPD" mol_weight_g_mol=807.844 homo_lumo_gap_ev=10.72 relative_energy_kj_mol=529.3 lumo_energy_ev=0.257
C 4.453 0.007 -1.035 -0.2 -0.3 1.5
C 5.485 0.745 -0.174 -1.4 -0.5 -1.2
C 4.968 1.387 1.065 -3.2 -1.0 1.2
O 5.669 0.719 2.083 2.4 -0.2 1.3
C 6.653 -0.111 1.559 0.3 -1.5 3.5
O 7.417 -0.825 2.234 -2.4 2.6 -2.3
O 6.474 -0.127 0.271 1.8 -1.6 -1.2
H 4.940 -0.549 -1.833 0.0 0.1 -0.2
H 3.789 0.804 -1.415 -0.1 -0.8 0.1
H 3.933 -0.774 -0.360 0.5 1.4 -1.0
H 5.976 1.490 -0.726 0.7 0.9 -1.2
H 3.892 1.133 1.350 1.1 0.4 -1.0
H 4.995 2.466 1.011 0.6 0.3 0.6
C -0.405 -3.560 3.599 1.0 3.4 -0.5
C -1.642 -2.670 3.774 0.7 1.1 -0.9
C -2.831 -2.912 2.844 1.1 1.1 -1.3
O -3.858 -3.176 3.708 -3.9 -1.3 -0.1
C -3.569 -3.070 4.997 -2.3 1.2 1.0
O -4.368 -3.014 5.943 2.3 -0.6 -2.6
O -2.294 -2.835 5.027 3.2 0.5 2.8
H -0.231 -3.733 2.584 -0.5 -0.7 -2.0
H -0.492 -4.426 4.099 -0.5 -3.2 1.7
H 0.626 -3.168 3.778 -1.1 0.5 0.9
H -1.382 -1.591 3.603 0.1 -0.9 0.8
H -2.683 -3.718 2.121 -0.2 0.0 0.1
H -3.062 -1.947 2.329 0.0 -1.0 0.1
C -0.802 -0.801 -6.393 -0.4 -1.1 0.3
C -0.574 0.695 -6.385 -0.9 -1.4 -2.4
C -1.855 1.442 -6.015 1.2 0.1 -0.4
O -1.575 1.901 -4.728 2.7 0.0 2.7
C -0.266 1.449 -4.329 1.5 3.2 3.5
O 0.344 1.649 -3.246 -3.8 -1.1 -3.8
O 0.391 1.029 -5.395 -0.8 -0.5 -0.6
H -1.588 -1.230 -7.081 0.9 1.0 0.3
H -1.084 -1.197 -5.406 0.2 0.3 0.0
H 0.166 -1.202 -6.644 0.2 -0.8 -0.2
H -0.176 0.898 -7.415 -0.2 0.6 1.1
H -2.702 0.815 -5.851 -0.7 -0.7 -0.8
H -2.024 2.227 -6.746 -0.4 0.4 0.3
C -1.836 2.801 -0.667 0.6 0.7 0.3
C -0.780 3.329 0.314 -2.1 -0.8 -3.0
C -0.505 2.464 1.455 -1.1 -1.3 1.0
O 0.816 2.068 1.231 0.3 -2.2 2.1
C 1.322 2.645 0.181 4.5 0.4 -1.8
O 2.514 2.507 -0.159 -3.6 0.4 0.7
O 0.420 3.414 -0.388 1.5 0.8 -1.0
H -2.639 2.496 -0.083 -2.0 -0.2 1.2
H -1.590 1.885 -1.166 1.0 -0.3 -0.4
H -2.170 3.527 -1.396 0.1 0.2 -0.1
H -1.010 4.269 0.704 -0.6 1.8 0.0
H -1.255 1.674 1.697 0.9 -0.1 -0.8
H -0.567 3.090 2.288 0.5 0.8 1.9
C 2.597 -0.914 -4.238 -0.8 0.6 2.5
C 3.496 0.193 -4.634 0.2 0.5 -0.2
C 3.345 0.628 -6.114 -0.8 -3.7 -1.3
O 3.295 1.981 -6.047 1.8 1.7 -3.3
C 3.152 2.377 -4.846 -1.4 3.2 3.7
O 2.978 3.502 -4.471 0.3 0.5 -0.8
O 3.089 1.398 -3.972 0.6 -1.7 0.5
H 2.978 -1.860 -4.481 0.5 -1.4 -0.5
H 1.646 -0.743 -4.685 -0.7 -0.2 -0.4
H 2.382 -0.898 -3.115 0.7 0.0 -1.5
H 4.546 0.037 -4.339 -0.2 -0.2 -0.3
H 2.321 0.429 -6.572 1.3 -1.0 0.7
H 4.140 0.118 -6.766 -0.9 1.4 0.7
C 0.179 0.843 4.490 -1.4 2.5 0.5
O 0.671 -0.312 3.941 4.3 -1.8 -2.4
C 2.084 -0.430 3.693 4.5 2.3 4.9
O 3.083 0.150 4.492 -6.9 -3.4 -5.2
O 2.378 -1.325 2.723 -1.8 1.4 1.2
C 3.662 -1.968 2.803 1.1 0.7 -0.7
H 0.483 1.038 5.504 0.4 -0.3 0.5
H -0.920 0.763 4.474 0.5 -0.4 0.0
H 0.351 1.794 3.946 0.5 -0.7 -0.2
H 3.920 -2.489 1.837 -1.2 0.0 1.1
H 3.603 -2.572 3.716 0.7 -0.1 -0.5
H 4.429 -1.182 2.793 -0.1 -0.3 0.9
C -3.248 2.840 6.522 -1.2 0.9 -1.7
C -2.890 1.319 6.608 2.0 1.4 0.1
C -3.806 0.485 5.684 -0.5 0.1 0.2
C -3.506 0.585 4.222 0.6 -0.2 -0.3
N -3.302 0.713 3.086 -0.2 -0.2 1.4
H -3.033 3.112 5.442 -0.5 0.0 1.0
H -2.711 3.645 7.099 -0.2 -1.5 -0.1
H -4.386 3.039 6.673 1.9 -0.5 -0.1
H -2.896 1.068 7.697 -0.2 -0.6 -1.1
H -1.808 1.220 6.206 -1.7 0.0 1.1
H -4.780 0.969 5.696 -0.4 -0.2 0.4
H -3.953 -0.557 6.051 0.3 0.6 -0.6
C -1.136 -1.152 0.642 1.8 1.2 -0.6
C 0.430 -1.082 0.572 0.3 -2.3 -0.4
C 0.962 -0.963 -0.908 -3.9 1.9 0.3
C 0.279 -1.795 -1.914 1.0 1.2 2.1
N -0.265 -2.453 -2.658 -1.1 -1.2 -1.6
H -1.426 -0.335 -0.020 -0.6 0.1 0.1
H -1.490 -0.941 1.637 -0.1 0.1 0.2
H -1.592 -2.054 0.256 0.3 -0.4 0.0
H 0.894 -1.985 1.076 -0.6 0.9 -0.8
H 0.898 -0.249 1.087 -0.6 0.2 0.1
H 1.967 -1.097 -1.010 2.8 -0.4 0.0
H 0.742 0.112 -1.223 0.4 -1.2 0.1
C -2.894 -0.214 -2.789 1.9 -0.8 -0.5
C -3.613 -1.180 -1.925 -1.4 1.9 0.5
C -4.824 -1.653 -2.729 1.2 -3.7 -0.3
C -5.200 -3.029 -2.129 -0.6 1.9 -0.4
N -5.451 -4.030 -1.621 0.2 0.2 -0.2
H -2.645 -0.735 -3.722 1.0 -0.1 0.3
H -2.035 0.237 -2.263 -0.2 -0.2 -0.7
H -3.518 0.519 -3.200 -1.2 1.6 0.1
H -3.972 -0.560 -1.069 0.0 -0.8 -0.2
H -2.999 -1.948 -1.523 0.5 -0.8 0.0
H -4.536 -1.946 -3.818 -0.4 0.9 1.7
H -5.565 -0.880 -2.697 -0.8 -0.2 -0.1